C6H24O9 | wB97M-V/def2-TZVPD

Molar mass   240.25 u
SMILES   OCCO.OCCO.OCCO.O.O.O
Multiplicity   1
LUMO energy   0.4 eV
Max |F|   2.273 eV/A
Kohn-Sham gap   0.3750 hartree

The geometry in XYZ format:
```
39
C6H24O9 (wB97M-V/def2-TZVPD)
O -10.39778 -7.25173 -7.27575
O -12.35656 -0.15411 -6.64878
O -10.97428 -0.30226 -4.15701
O -12.26861 -3.39084 -8.34229
O -12.15408 -0.60884 -9.46464
O -9.08992 -2.63104 -7.61943
O -11.29220 -6.92359 -9.85788
O -13.53185 -5.32379 -10.27128
O -7.09144 -3.84644 -8.82696
C -10.44986 -5.89377 -9.30720
C -7.99105 -3.17206 -9.68331
C -8.61208 -2.13277 -8.83797
C -10.46487 -5.95221 -7.79385
C -11.37744 -1.47325 -4.85128
C -12.66120 -1.14290 -5.57335
H -6.98408 -4.77432 -9.09543
H -12.19246 -6.58329 -9.97953
H -10.83944 -7.81267 -7.92260
H -12.18443 -2.69904 -9.07165
H -9.42048 -1.67199 -9.38556
H -11.95153 0.61763 -6.19138
H -7.83827 -1.34021 -8.72003
H -8.43824 -3.25437 -7.25266
H -11.38724 -5.50435 -7.40739
H -8.72996 -3.89789 -10.07285
H -12.88468 -2.02997 -6.17109
H -9.57342 -5.46861 -7.40083
H -11.39728 -3.24463 -7.91962
H -11.45884 -2.29430 -4.14988
H -13.01829 -5.09059 -11.06853
H -7.43067 -2.65451 -10.47790
H -10.01883 -0.30489 -3.95470
H -9.42955 -6.13502 -9.62942
H -10.66180 -1.75251 -5.62139
H -12.55701 0.18194 -9.85598
H -13.45499 -0.72338 -4.95155
H -13.24030 -4.74331 -9.55169
H -10.63867 -4.89065 -9.70561
H -11.89669 -0.28757 -8.58698
```

Mulliken analysis output, partial charges in e: atom 1 (O): -0.594, atom 2 (O): -0.504, atom 3 (O): -0.548, atom 4 (O): -0.655, atom 5 (O): -0.658, atom 6 (O): -0.474, atom 7 (O): -0.656, atom 8 (O): -0.742, atom 9 (O): -0.591, atom 10 (C): -0.070, atom 11 (C): -0.119, atom 12 (C): -0.434, atom 13 (C): 0.035, atom 14 (C): -0.002, atom 15 (C): -0.393, atom 16 (H): 0.322, atom 17 (H): 0.502, atom 18 (H): 0.374, atom 19 (H): 0.382, atom 20 (H): 0.294, atom 21 (H): 0.297, atom 22 (H): 0.294, atom 23 (H): 0.322, atom 24 (H): 0.135, atom 25 (H): 0.065, atom 26 (H): 0.231, atom 27 (H): 0.005, atom 28 (H): 0.199, atom 29 (H): 0.348, atom 30 (H): 0.333, atom 31 (H): 0.318, atom 32 (H): 0.310, atom 33 (H): 0.225, atom 34 (H): 0.000, atom 35 (H): 0.297, atom 36 (H): 0.290, atom 37 (H): 0.393, atom 38 (H): 0.140, atom 39 (H): 0.329